# 1
Below is a cluster of 2 separate species, C21H35N2O8 in total, with properties calculated with wB97M-V/def2-TZVPD.

Calculated values
Spin multiplicity ... 1
Total charge ... -1
Energy above the lowest of the compared OMol25 structures with the same formula, charge and spin ... 0.0 kcal/mol
LUMO energy ... 1.76 eV

Cartesian coordinates (Å):
C  -4.377  2.374  -3.162
C  -3.531  1.171  -2.786
C  -3.990  0.547  -1.492
O  -2.105  1.581  -2.655
C  -1.281  0.535  -2.623
N  0.062  0.914  -2.015
N  0.971  0.734  -2.833
C  2.221  1.483  -2.826
O  2.977  1.189  -3.735
O  2.401  2.364  -1.857
C  3.736  3.039  -1.780
C  3.941  3.331  -0.312
C  3.789  4.294  -2.601
O  -1.546  -0.596  -2.954
H  -5.429  2.070  -3.243
H  -4.321  3.159  -2.401
H  -4.105  2.780  -4.138
H  -3.588  0.436  -3.598
H  -5.049  0.251  -1.531
H  -3.409  -0.356  -1.268
H  -3.856  1.281  -0.681
H  4.478  2.323  -2.146
H  4.855  3.912  -0.162
H  3.100  3.912  0.083
H  4.046  2.411  0.271
H  4.725  4.815  -2.368
H  3.795  4.089  -3.674
H  2.959  4.963  -2.348
C  -4.427  -2.336  1.150
C  -3.050  -2.691  0.666
O  -2.159  -1.784  1.325
C  -0.886  -2.076  1.009
C  0.133  -1.320  1.699
C  1.557  -1.686  1.463
C  1.819  -3.192  1.605
C  3.258  -3.566  1.280
C  3.698  -2.986  -0.066
C  3.438  -1.485  -0.208
C  1.976  -1.166  0.073
C  -0.101  -0.311  2.709
O  0.819  0.272  3.288
O  -1.384  -0.043  3.015
C  -1.460  0.933  4.061
C  -2.913  1.123  4.393
O  -0.658  -2.965  0.177
H  -5.175  -2.897  0.589
H  -4.545  -2.604  2.203
H  -4.639  -1.269  1.038
H  -2.792  -3.723  0.950
H  -2.952  -2.577  -0.426
H  2.110  -1.134  2.234
H  1.542  -3.485  2.627
H  1.126  -3.684  0.911
H  3.900  -3.199  2.092
H  3.340  -4.659  1.268
H  4.758  -3.204  -0.234
H  3.127  -3.501  -0.851
H  4.058  -0.917  0.501
H  3.693  -1.138  -1.217
H  1.308  -1.639  -0.666
H  1.774  -0.083  0.029
H  -0.912  0.560  4.937
H  -1.009  1.877  3.721
H  -3.008  1.971  5.071
H  -3.519  1.325  3.508
H  -3.317  0.251  4.913

# 2
Below is a cluster of 2 separate species, C21H35NO2S2 in total, with properties calculated with wB97M-V/def2-TZVPD.

Calculated values
Spin multiplicity ... 1
LUMO energy ... -2.53 eV

Cartesian coordinates (Å):
C  -4.062  -1.133  -1.779
C  -3.287  0.146  -2.202
N  -1.827  -0.005  -2.113
C  -1.157  1.280  -2.344
C  0.365  1.207  -2.465
C  -1.413  -1.028  -3.026
S  -1.471  -0.906  -4.636
S  -0.847  -2.579  -2.294
C  0.836  -2.136  -1.758
C  1.556  -3.276  -1.046
C  1.053  -3.567  0.403
C  0.042  -2.548  0.941
C  0.713  -1.309  1.583
C  2.187  -1.061  1.224
C  2.721  0.155  2.040
C  1.909  1.400  1.815
C  0.816  1.647  2.633
C  -0.013  2.729  2.483
C  0.250  3.628  1.462
C  1.338  3.397  0.661
C  2.171  2.311  0.815
C  -0.739  -3.261  2.037
C  -2.133  -2.598  2.282
C  -2.576  -1.608  1.183
O  -2.097  -1.267  2.625
H  -4.741  -0.850  -0.975
H  -3.366  -1.908  -1.456
H  -4.623  -1.556  -2.615
H  -3.551  0.336  -3.256
H  -3.625  0.996  -1.607
H  -1.364  1.898  -1.462
H  -1.553  1.837  -3.210
H  0.728  2.216  -2.684
H  0.704  0.582  -3.294
H  0.796  0.859  -1.523
H  1.394  -1.915  -2.678
H  0.811  -1.209  -1.188
H  1.474  -4.182  -1.657
H  2.620  -3.013  -1.014
H  1.905  -3.746  1.085
H  0.519  -4.523  0.354
H  0.145  -0.431  1.234
H  0.623  -1.363  2.679
H  2.847  -1.900  1.445
H  2.245  -0.740  0.178
H  2.808  -0.085  3.103
H  3.751  0.328  1.694
H  0.587  0.933  3.419
H  -0.881  2.888  3.112
H  -0.378  4.495  1.279
H  1.554  4.079  -0.161
H  3.014  2.142  0.151
H  -1.040  -4.270  1.737
H  -0.267  -3.215  3.035
H  -2.920  -3.215  2.711
H  -1.881  -0.892  0.750
H  -3.480  -1.004  1.313
O  2.669  6.519  -0.379
H  1.830  6.691  0.138
H  3.439  6.338  0.231
H  2.871  7.265  -1.010

# 3
Below is a structure of composition C21H35NOP2TeTi, with properties calculated with wB97M-V/def2-TZVPD.

Calculated values
Spin multiplicity ... 1
LUMO energy (alpha / beta) ... 0.37 / 0.37 eV

Cartesian coordinates (Å):
Ti  -0.079  -0.415  -0.438
P  2.461  -0.175  -0.535
P  -2.627  0.224  -0.196
N  -0.110  0.343  -2.102
H  0.825  -1.755  0.660
C  2.945  -1.662  -1.491
H  4.038  -1.777  -1.476
H  2.594  -1.553  -2.527
H  2.469  -2.554  -1.062
C  3.548  -0.214  0.927
H  4.570  -0.505  0.640
H  3.143  -0.942  1.643
H  3.562  0.767  1.419
C  3.164  1.182  -1.554
H  4.265  1.169  -1.530
H  2.800  2.146  -1.176
H  2.821  1.077  -2.592
C  -3.408  -1.182  -1.076
H  -4.501  -1.101  -1.010
H  -3.079  -2.136  -0.649
H  -3.087  -1.152  -2.125
C  -3.543  0.186  1.376
H  -4.608  0.044  1.147
H  -3.397  1.125  1.922
H  -3.186  -0.650  1.993
C  -3.375  1.611  -1.120
H  -4.468  1.558  -1.015
H  -3.104  1.520  -2.180
H  -3.006  2.570  -0.740
C  -0.148  1.208  -3.122
C  -0.122  1.643  -5.524
C  -0.163  0.742  -4.476
C  -0.170  2.628  -2.900
C  -0.127  3.512  -3.969
C  -0.098  3.027  -5.284
H  -0.103  1.263  -6.548
H  -0.181  -0.338  -4.629
H  -0.190  2.988  -1.865
H  -0.109  4.586  -3.772
H  -0.055  3.723  -6.122
C  -0.072  -2.588  0.727
O  -0.873  -2.158  -0.361
C  0.349  -4.042  0.462
H  0.629  -4.560  1.388
H  1.181  -4.124  -0.252
H  -0.523  -4.568  0.044
C  -0.712  -2.431  2.103
H  -1.794  -2.634  2.069
H  -0.543  -1.433  2.544
H  -0.237  -3.155  2.776
Te  -0.189  1.758  1.101
C  0.225  1.205  3.120
C  -0.797  0.740  3.967
C  -0.450  0.198  5.213
C  0.889  0.182  5.625
C  1.886  0.741  4.813
C  1.553  1.294  3.571
H  -1.834  0.792  3.637
H  -1.230  -0.209  5.860
H  1.154  -0.253  6.590
H  2.925  0.752  5.147
H  2.301  1.764  2.934

# 4
Below is a structure of composition C21H35NOSSb2SiTi, with properties calculated with wB97M-V/def2-TZVPD.

Calculated values
Spin multiplicity ... 4
Total charge ... -1
Energy above the lowest of the compared OMol25 structures with the same formula, charge and spin ... 0.0 kcal/mol
LUMO energy (alpha / beta) ... 2.62 / 2.61 eV

Cartesian coordinates (Å):
Ti  -0.675  -0.260  -1.025
C  -2.886  1.290  -0.674
Sb  -2.703  0.019  1.090
C  -0.678  -0.627  1.610
C  -2.589  1.837  2.408
C  -1.407  1.940  3.303
C  -1.384  1.177  4.476
C  -0.291  1.146  5.320
C  0.832  1.903  5.010
C  0.821  2.683  3.868
C  -0.277  2.727  3.004
C  -0.185  3.589  1.784
Sb  0.412  2.457  0.004
C  2.449  2.159  0.559
C  0.740  4.153  -1.254
H  -3.931  1.125  -0.940
H  -2.323  1.087  -1.597
H  -2.749  2.336  -0.404
H  -0.923  -1.367  2.376
H  -0.122  0.183  2.079
H  -0.017  -1.158  0.920
H  -3.506  1.773  2.996
H  -2.684  2.695  1.744
H  -2.259  0.578  4.709
H  -0.312  0.532  6.212
H  1.704  1.889  5.651
H  1.689  3.286  3.625
H  0.562  4.372  1.930
H  -1.134  4.069  1.541
H  2.936  3.122  0.718
H  2.942  1.614  -0.246
H  2.495  1.559  1.467
H  1.350  4.895  -0.739
H  -0.210  4.597  -1.549
H  1.249  3.789  -2.145
O  1.127  -1.022  -0.817
N  2.061  -0.997  -1.829
C  3.299  -1.531  -1.493
C  4.397  -1.261  -2.254
C  4.311  -0.394  -3.356
C  3.054  0.220  -3.604
C  1.947  -0.046  -2.843
S  0.374  0.694  -3.117
H  3.285  -2.187  -0.637
H  5.334  -1.734  -1.986
H  5.175  -0.168  -3.963
H  2.926  0.918  -4.421
C  -0.936  -3.992  0.032
Si  -1.528  -3.490  -1.690
C  -2.855  -4.763  -2.153
C  -0.091  -3.723  -2.879
C  -2.155  -1.762  -1.738
H  -0.652  -5.048  0.054
H  -1.720  -3.839  0.781
H  -0.063  -3.403  0.323
H  -2.462  -5.784  -2.123
H  -3.231  -4.577  -3.163
H  -3.706  -4.708  -1.470
H  0.296  -4.745  -2.832
H  0.727  -3.035  -2.652
H  -0.407  -3.528  -3.907
H  -3.162  -1.761  -1.291
H  -2.285  -1.499  -2.800

# 5
Below is a structure of composition C21H36Br2N3O11P3Re, with properties calculated with wB97M-V/def2-TZVPD.

Calculated values
Spin multiplicity ... 2
Total charge ... +2
LUMO energy (alpha / beta) ... -8.68 / -7.32 eV

Cartesian coordinates (Å):
Re  0.158  -0.452  -0.335
C  -3.048  0.639  -1.057
C  -2.959  -0.049  0.252
C  -4.119  -0.219  1.031
C  -4.083  -0.876  2.234
C  -2.858  -1.397  2.693
C  -2.654  -2.092  3.918
Br  -4.105  -2.364  5.099
C  -1.403  -2.565  4.266
C  -0.315  -2.394  3.415
Br  1.397  -3.031  3.864
C  -0.456  -1.719  2.193
O  0.510  -1.525  1.354
C  -1.741  -1.204  1.853
N  -1.786  -0.528  0.670
H  -4.016  1.113  -1.189
H  -2.909  -0.088  -1.858
H  -2.259  1.379  -1.174
H  -5.049  0.183  0.660
H  -4.977  -0.998  2.824
H  -1.258  -3.066  5.211
C  2.399  -0.496  -4.587
C  2.041  0.667  -3.685
O  2.468  1.883  -4.229
P  0.211  0.849  -3.461
O  -0.595  -0.046  -4.483
O  -0.197  2.306  -3.832
O  -0.310  0.677  -2.060
P  2.708  0.503  -1.966
O  4.183  -0.035  -2.195
O  2.601  1.810  -1.287
O  1.961  -0.669  -1.297
H  1.761  -0.515  -5.470
H  2.312  -1.427  -4.035
H  3.432  -0.385  -4.908
H  2.759  2.479  -3.522
H  -0.510  -0.997  -4.372
H  0.007  2.612  -4.718
H  4.868  0.471  -1.758
C  -2.513  -3.826  -0.895
O  -1.737  -3.036  -1.793
P  -0.260  -2.495  -1.522
O  0.428  -3.800  -0.916
C  1.773  -3.770  -0.420
O  0.257  -2.384  -3.040
C  0.311  -3.590  -3.836
H  -3.357  -4.193  -1.478
H  -2.873  -3.220  -0.063
H  -1.927  -4.663  -0.526
H  2.034  -4.799  -0.181
H  1.825  -3.149  0.474
H  2.451  -3.371  -1.172
H  -0.693  -3.889  -4.134
H  0.778  -4.400  -3.275
H  0.913  -3.365  -4.714
C  0.765  5.510  1.651
C  0.366  4.086  1.288
N  0.987  3.052  2.107
C  1.263  3.389  3.492
C  -0.014  3.270  4.325
C  1.074  1.791  1.676
C  1.868  0.815  2.486
N  0.519  1.371  0.564
H  0.369  6.174  0.887
H  1.846  5.625  1.670
H  0.349  5.829  2.601
H  0.676  3.914  0.255
H  -0.725  3.989  1.352
H  1.641  4.408  3.541
H  2.028  2.737  3.902
H  -0.768  3.976  3.988
H  0.211  3.496  5.362
H  -0.427  2.264  4.270
H  2.850  1.231  2.709
H  2.017  -0.091  1.904
H  1.377  0.564  3.425
H  0.148  2.113  -0.024

# 6
Below is a structure of composition C21H36BrCl4FN2NbO, with properties calculated with wB97M-V/def2-TZVPD.

Calculated values
Spin multiplicity ... 1
Total charge ... -1
LUMO energy ... 1.52 eV

Cartesian coordinates (Å):
C  3.721  0.695  0.519
C  2.316  0.131  0.734
C  1.358  1.083  1.454
Br  1.922  1.084  3.353
Nb  -0.877  0.507  1.295
F  -0.951  0.231  3.181
C  -0.300  -1.652  1.259
C  -0.200  -2.437  -0.067
C  1.229  -2.903  -0.419
C  1.691  -2.390  -1.766
N  3.129  -2.524  -1.988
C  3.983  -3.381  -1.372
C  5.228  -3.174  -1.876
C  5.132  -2.148  -2.839
C  3.829  -1.776  -2.879
C  -0.668  0.975  -0.878
C  -1.798  0.904  -1.837
O  -2.528  1.835  -2.103
N  -1.926  -0.373  -2.500
C  -0.988  -0.378  -3.638
C  -3.299  -0.560  -2.970
C  -1.418  2.693  1.855
Cl  -2.707  3.420  0.818
C  -0.294  3.714  2.004
C  -0.703  5.010  2.711
Cl  0.429  4.184  0.423
C  -3.154  0.006  1.204
Cl  -3.307  -1.552  0.306
C  -3.794  -0.138  2.570
C  -4.118  1.177  3.256
Cl  -5.423  -1.033  2.484
H  3.680  1.731  0.178
H  4.274  0.116  -0.220
H  4.283  0.689  1.451
H  2.420  -0.775  1.324
H  1.905  -0.113  -0.245
H  1.567  2.068  1.046
H  -1.064  -2.126  1.882
H  0.620  -1.805  1.831
H  -0.633  -1.913  -0.919
H  -0.812  -3.334  0.033
H  1.260  -3.994  -0.442
H  1.943  -2.605  0.346
H  1.476  -1.328  -1.851
H  1.170  -2.914  -2.567
H  3.672  -4.081  -0.620
H  6.120  -3.697  -1.581
H  5.936  -1.745  -3.428
H  3.353  -1.015  -3.473
H  -0.291  1.999  -0.923
H  0.135  0.321  -1.231
H  -0.814  0.627  -4.028
H  -1.421  -0.962  -4.447
H  -0.036  -0.824  -3.364
H  -4.000  -0.284  -2.192
H  -3.440  -1.616  -3.196
H  -3.525  0.033  -3.860
H  -1.846  2.666  2.850
H  0.504  3.255  2.577
H  0.164  5.450  3.199
H  -1.076  5.732  1.991
H  -1.480  4.807  3.444
H  -3.732  0.712  0.612
H  -3.199  -0.785  3.203
H  -3.274  1.522  3.842
H  -4.937  1.028  3.953
H  -4.416  1.930  2.536

# 7
Below is a cluster of 2 separate species, C21H36BrNO2S in total, with properties calculated with wB97M-V/def2-TZVPD.

Calculated values
Spin multiplicity ... 1
LUMO energy ... -0.56 eV

Cartesian coordinates (Å):
C  2.889  3.650  0.463
C  2.580  3.364  -1.088
C  2.898  1.846  -1.502
C  1.728  1.146  -2.301
C  2.453  0.190  -3.379
C  0.785  0.198  -1.464
C  1.658  -0.923  -0.687
C  1.256  -1.037  0.861
C  1.226  0.435  1.397
S  1.264  0.447  3.262
N  0.182  1.330  0.798
O  -0.835  1.700  1.646
C  -0.308  0.888  -0.562
Br  -1.042  2.581  -1.362
C  -1.590  -0.098  -0.469
C  -2.983  0.586  -0.645
C  -3.709  1.321  0.402
C  -5.017  1.919  0.140
C  -5.685  1.827  -1.168
C  -4.985  1.073  -2.206
C  -3.673  0.463  -1.951
C  -3.030  -0.298  -3.171
H  3.485  4.597  0.586
H  3.348  2.771  0.976
H  1.881  3.893  0.928
H  1.555  3.689  -1.392
H  3.292  4.040  -1.647
H  3.755  1.938  -2.234
H  3.313  1.247  -0.650
H  1.215  1.925  -2.916
H  3.378  -0.194  -2.880
H  2.790  0.803  -4.261
H  1.793  -0.656  -3.698
H  0.215  -0.402  -2.231
H  1.404  -1.936  -1.115
H  2.757  -0.792  -0.828
H  2.070  -1.619  1.384
H  0.271  -1.566  0.990
H  2.226  0.879  1.121
H  1.081  1.761  3.613
H  0.662  2.231  0.602
H  -1.263  0.912  2.037
H  -1.614  -0.587  0.552
H  -1.544  -0.934  -1.203
H  -3.284  1.434  1.422
H  -5.579  2.480  0.929
H  -6.672  2.311  -1.339
H  -5.489  0.961  -3.197
H  -3.335  -1.381  -3.053
H  -1.912  -0.275  -3.100
H  -3.429  0.039  -4.157
C  0.796  -5.782  3.081
C  1.316  -4.355  3.341
C  0.150  -3.491  3.867
O  1.738  -3.835  2.169
H  -0.009  -5.798  2.340
H  1.597  -6.435  2.725
H  0.399  -6.226  4.006
H  2.033  -4.442  4.185
H  -0.677  -3.435  3.149
H  0.480  -2.469  4.085
H  -0.255  -3.908  4.801

no.,E_tot (a.u.),F_max (eV/A)
1,-1532.6448,2.64
2,-1822.3535,4.17
3,-2751.4017,4.49
4,-2968.7736,0.46
5,-8063.9318,1.83
6,-5578.1315,1.60
7,-3998.8989,3.23